Entry 1:
Density functional theory data (ωB97M-V/def2-TZVPD) for a structure of composition C29H35I2N2O4PS5Sc in a non-equilibrium geometry.

## Properties
highest occupied orbital energy	-8.6	eV
total charge	+1
LUMO level	-3.2	eV

Last column: Löwdin charge in e.
Geometry (Å):
C 0.9245 -3.1651 -0.3936  -0.034
C -0.8885 -0.8634 -2.8548  -0.265
C -1.0683 4.0620 2.8265  -0.008
H -1.7317 -3.4071 -0.0631  0.132
C 3.5399 -0.2997 -1.3437  -0.088
C -2.4750 0.8379 0.5821  -0.371
C -1.3974 -0.8150 2.1488  -0.092
C -4.4330 2.1057 1.2592  -0.211
C -0.1592 -2.3612 -1.0609  -0.271
H 5.0790 3.4778 -2.8523  0.095
I -5.8179 1.9610 3.9398  0.914
H 1.1952 -4.0016 -1.0444  0.111
H -3.3949 0.0575 3.7485  0.110
H 1.8275 -2.5931 -0.1927  0.007
H 0.5844 -3.5880 0.5544  0.092
C -0.0248 1.9704 2.3516  -0.241
O 3.5051 2.3926 -2.1259  -0.341
H -1.2597 5.3540 1.1043  0.122
O -1.5400 0.5328 -0.3418  -0.221
S 3.6234 -5.5946 2.0478  0.916
H -0.1946 3.7300 -0.4034  0.089
C 2.5209 -5.2848 3.3460  -1.518
H 1.1662 -1.2993 -2.3937  0.123
H 4.4592 -0.1139 -0.7981  0.090
H -4.5706 -1.5748 -1.1783  0.088
C 3.8044 -3.9438 1.4919  -0.988
H -4.3764 -3.0179 -2.1666  0.095
H 4.6045 -5.8497 -0.6575  0.030
H 0.2762 0.3804 3.7601  0.141
S 2.1614 -3.6003 3.4831  0.870
C -3.4178 0.5405 2.7774  -0.102
H 5.4844 2.4511 -1.4604  0.092
C -0.3176 3.4985 0.6462  -0.122
H 6.0137 -5.6238 0.4206  0.034
C 0.5095 0.6219 2.7236  -0.142
C -1.4932 -2.6663 -0.8209  -0.008
S 4.8043 -3.5485 0.0985  0.827
N -0.0136 -0.4072 1.7926  -0.108
C -2.4519 0.2205 1.8336  -0.146
H -0.9302 -0.3600 -4.9370  0.100
H 1.5934 0.6250 2.6243  0.064
C -2.2001 -1.2232 -2.5972  -0.003
H 0.4973 0.2421 -4.0898  0.082
H -1.6117 -1.7310 1.6000  0.118
H -1.4340 -1.0507 3.2135  0.135
H -2.9946 -0.8035 -3.2089  0.138
C 0.1363 -1.4165 -2.0666  -0.096
H -0.4012 3.1257 -2.7789  0.057
P 2.4603 2.1610 -0.9457  0.916
C -0.5746 0.0641 -3.9974  -0.021
S 1.8722 -6.4567 4.2819  0.550
C 3.1324 -2.9927 2.1563  -1.183
H -4.0648 -3.0978 -0.4304  0.084
O 2.4667 0.5057 -0.7491  -0.498
H 4.5691 3.9601 -1.2174  0.085
Sc 0.2924 0.4223 -0.3143  1.010
N 0.1242 2.3008 1.0563  0.027
I -3.4783 2.7546 -1.5368  0.989
C 0.6836 3.0944 -2.7319  -0.083
C -3.4658 1.7863 0.3173  -0.613
C -2.5250 -2.1066 -1.5741  -0.229
C 5.4169 -5.1822 -0.3755  -0.426
H -1.5444 4.7440 3.5194  0.126
H -0.7242 2.5214 4.2915  0.132
C 4.7392 3.1181 -1.8880  -0.070
O 1.0518 1.9960 -1.8598  -0.441
H -1.0827 1.0228 -3.8640  0.074
H 0.6268 -1.2083 1.8985  0.039
C -3.9630 -2.4718 -1.3160  -0.017
H 3.6280 -0.0480 -2.3961  0.098
S 3.0622 -1.2968 1.7810  0.552
H -5.1994 2.8343 1.0311  0.087
H 1.0651 4.0384 -2.3409  0.092
H 1.1079 2.9103 -3.7132  0.101
C -4.3995 1.4729 2.4946  -0.737
C -0.6123 2.8303 3.2605  0.017
C -0.9155 4.4046 1.4902  -0.023
H 6.0556 -5.0142 -1.2412  0.035
H 3.2667 -1.3354 -1.1971  0.031

---

Entry 2:
Density functional theory data (ωB97M-V/def2-TZVPD) for a structure of composition C29H35MnN7O3S.

## Properties
highest occupied orbital energy (spin up / spin down)	-12.5 / -12.5	eV
total charge	+2
<S²>	3.818
ΔE to the lowest compared entry with this formula, charge and spin	0.00	kJ/mol
multiplicity	4
LUMO level (spin up / spin down)	-6.3 / -7.8	eV

Last column: Löwdin charge in e.
Geometry (Å):
C -0.6310 -4.5699 1.4523  -0.035
C 1.1197 2.0696 -1.5529  -0.405
C -1.9308 2.0655 2.4314  -0.014
C -1.0121 3.3126 0.6091  -0.046
H -5.3026 2.1791 -1.4828  0.125
H 1.0255 -0.5005 6.4426  0.116
H 3.4908 1.8760 0.7164  0.114
C 1.8211 3.2533 -0.9856  0.003
H -2.7316 -4.8454 1.8064  0.128
Mn 0.1463 0.4465 0.9130  0.867
C 0.3559 -4.1179 5.2328  -0.012
H 2.7507 -2.6081 0.3115  0.103
C 0.0868 -1.7507 4.9648  -0.324
C -4.5231 1.5696 -1.0454  -0.014
C -4.5669 0.1843 -1.1851  -0.031
H -2.7277 2.8114 2.4442  0.115
H -2.3269 1.1090 2.7514  0.072
C -3.4819 2.1890 -0.3533  0.014
C -1.9585 -4.1549 1.4978  -0.036
H 2.1490 1.8141 -3.3849  0.116
H 2.4455 -1.6723 1.7908  0.105
N 0.3107 -0.0779 2.7918  -0.115
H 1.4089 -5.8926 6.8391  0.109
H -1.1257 2.3729 3.0930  0.094
H 3.0342 -0.8681 0.3159  0.092
C 1.1258 -3.8996 6.3885  -0.297
C 0.3894 -3.6840 1.1020  0.007
H -3.4790 3.2653 -0.2533  0.124
H 1.9408 -2.4053 7.7108  0.121
H 0.1473 -5.1330 4.9152  0.116
C -1.2757 -1.9636 0.8144  -0.213
H -0.3770 -5.5912 1.7033  0.125
H 1.6874 -0.8112 -1.6526  0.090
C 1.3632 -2.5782 6.8111  -0.008
H 1.2274 -2.5208 -1.5130  0.117
S -0.6550 -0.4503 4.1365  0.662
H -0.0279 -1.2642 -1.5945  0.100
C 0.0591 -2.3905 0.7800  -0.188
H -1.8051 4.0276 0.8246  0.103
N -1.4206 -0.6199 0.5577  0.074
H -0.1382 3.6064 1.1866  0.102
C 1.5716 0.4359 2.9469  -0.459
N -1.4141 1.9511 1.0269  -0.214
O -1.8627 -0.9169 3.5034  -0.293
C 2.3960 -1.6557 0.7043  -0.034
C 1.1176 1.8937 -3.0301  0.028
H -3.3014 -2.4892 1.3256  0.132
O -0.6494 0.7158 4.9677  -0.260
C 0.8549 -1.5144 6.1083  -0.055
C -2.4917 1.4142 0.2046  -0.175
H 5.1005 1.6747 2.6171  0.119
H -5.3704 -0.2774 -1.7431  0.125
H 2.1262 -4.7995 7.9501  0.111
N 2.3411 0.3282 4.0184  0.185
C -2.5281 0.0129 0.0712  -0.177
H 1.8511 3.2430 0.0975  0.064
C 3.5772 0.7910 3.8935  -0.049
H -0.7930 -3.2244 3.6717  0.087
N 1.0076 -1.3997 0.2645  -0.214
C 3.1980 1.4387 1.6624  -0.104
C 0.9657 -1.5014 -1.2267  -0.016
H -3.5658 -1.6699 -0.8020  0.122
H 0.7045 2.7906 -3.4997  0.116
H 1.3074 4.1541 -1.3323  0.119
C -0.1633 -3.0543 4.5345  -0.055
H 4.2020 0.7241 4.7778  0.132
H 1.4117 -4.0315 1.0745  0.123
C -3.5732 -0.6020 -0.6386  0.028
H 2.8302 3.3086 -1.4004  0.115
H 0.5451 1.0209 -3.3284  0.098
N 1.9276 1.0386 1.7903  0.040
C 4.0807 1.3323 2.7051  -0.010
C -2.2902 -2.8474 1.1945  0.013
H -0.7957 3.3377 -0.4540  0.086
O 0.5239 1.2327 -0.8654  -0.048
N 1.6265 -4.9464 7.0918  0.142

---

Entry 3:
Density functional theory data (ωB97M-V/def2-TZVPD) for a structure of composition C29H36AsCoF6N4P2.

## Properties
highest occupied orbital energy (spin up / spin down)	-17.0 / -17.0	eV
total charge	+3
<S²>	0.759
ΔE to the lowest compared entry with this formula, charge and spin	0.00	kJ/mol
multiplicity	2
LUMO level (spin up / spin down)	-8.5 / -8.7	eV

Last column: Löwdin charge in e.
Geometry (Å):
As -2.3850 1.5358 1.6396  0.929
C -4.7474 -3.2330 -3.4883  -0.028
C -3.6686 -2.6488 -2.8493  -0.068
C 1.8272 0.5589 -3.4692  -0.106
H 0.1206 -5.7068 -2.8356  0.126
H -0.8828 -3.5071 -2.4255  0.083
H -1.2629 -6.2873 0.8618  0.130
H -0.1268 -5.5457 2.9250  0.131
H -6.8050 -3.6772 -0.8226  0.129
C 0.1310 -0.8773 -4.3958  -0.082
H 3.8060 1.3387 2.6946  0.138
N 2.0050 1.5952 1.5500  -0.096
H 1.2412 1.9074 2.1412  0.126
C -1.1653 -5.2322 1.0775  -0.018
C 0.1685 -3.6579 -2.2135  -0.101
C 0.5280 -0.5195 -5.6709  -0.024
N -1.3622 -0.9391 -1.5829  -0.363
H 3.9481 -4.2133 -1.6390  0.125
H 1.8836 0.6563 -6.8486  0.129
H 0.2858 2.7613 -0.4564  0.120
H -0.6551 -1.6134 -4.2717  0.100
N 1.0162 2.1622 -0.8395  -0.015
C -0.9581 -2.5151 1.6713  -0.092
H 3.9100 -0.3249 0.8535  0.130
H 0.0085 -3.1429 3.4759  0.123
H -2.2330 -4.6321 -0.6757  0.121
H 2.3871 0.9397 -2.6244  0.071
H -2.0584 -0.0006 -3.3801  0.083
C -5.9249 -3.3901 -1.3812  -0.023
F -2.9838 -0.6944 0.4112  -0.151
H -4.7192 -3.3992 -4.5564  0.126
C 2.3214 -2.8215 -1.5367  -0.114
H 2.3731 0.5601 3.3436  0.139
H 0.8412 2.1201 -1.8414  0.086
H -4.8966 -2.6527 0.3431  0.125
C -0.4334 -3.4572 2.5388  -0.048
H 3.0689 1.5814 -4.8893  0.124
C 0.7345 -4.9003 -2.4563  -0.033
H 2.1489 -1.9063 0.6286  0.072
C 3.2497 -0.5096 1.7045  -0.163
C 0.9526 -2.6160 -1.7296  -0.351
H 2.0973 3.7028 1.3548  0.141
C 2.2348 0.9070 -4.7505  -0.035
F -1.7502 2.9080 2.3316  -0.116
H 3.7524 -1.2126 2.3687  0.141
H 2.9726 -1.9958 -1.2584  0.101
F -2.2387 0.4328 2.9108  -0.157
H 3.0998 2.1315 -1.0508  0.114
C -1.7037 -4.2983 0.2084  -0.061
H -2.7973 -2.3551 -3.4220  0.092
C 2.8865 -4.0636 -1.7815  -0.034
N 1.9701 -1.0612 1.1695  -0.009
C 1.5748 0.3805 -5.8494  -0.019
P -2.3571 -1.7778 -0.5921  0.907
F -2.5764 2.0818 0.0414  -0.175
Co 1.2336 0.4350 0.1190  0.408
H -6.7134 -4.0527 -3.2595  0.131
C 2.0888 -5.1072 -2.2324  -0.024
F -0.8932 0.8188 1.0274  -0.277
H -1.5432 1.1208 -2.1027  0.076
H 2.5275 -6.0762 -2.4281  0.128
C -1.5824 -2.9346 0.4902  -0.286
P 0.3867 -0.9053 -1.6170  1.051
H 3.6440 2.9054 1.1375  0.137
C 2.9114 0.7814 2.4209  -0.133
C -3.7221 -2.4359 -1.4681  -0.308
C -2.0509 0.1809 -2.3108  -0.087
C -5.8701 -3.5999 -2.7548  -0.007
C 0.7605 -0.3178 -3.2804  -0.353
C 2.3527 2.7778 -0.5847  -0.170
H 1.3723 -1.3693 1.9347  0.095
C -4.8522 -2.8117 -0.7279  -0.046
F -4.0444 1.5537 1.8368  -0.121
H 0.0343 -0.9516 -6.5308  0.127
H 2.4466 3.7655 -1.0360  0.143
H -0.9323 -1.4670 1.9420  0.076
H -3.0767 0.2739 -1.9593  0.092
C -0.5268 -4.8130 2.2365  -0.010
C 2.5805 2.8284 0.9187  -0.122

---

Entry 4:
Density functional theory data (ωB97M-V/def2-TZVPD) for a structure of composition C29H36AuBrF2N2O2Si.

## Properties
highest occupied orbital energy	-7.6	eV
total charge	0
ΔE to the lowest compared entry with this formula, charge and spin	470.53	kJ/mol
LUMO level	-1.6	eV

Last column: Löwdin charge in e.
Geometry (Å):
C -2.6516 -2.1871 1.0073  -0.081
H 1.1389 -2.1477 0.0084  0.019
C -4.2369 1.0454 -0.8397  -0.155
C 2.2527 2.4277 -0.5703  -0.612
C 1.4722 1.1587 2.2922  -0.621
H -1.6036 -2.0604 0.7744  0.057
H 1.9968 4.5531 -0.7166  0.090
H -4.6062 -3.2203 3.5677  0.099
C -2.7705 2.8107 -0.1314  -0.251
H 4.7664 -1.4719 0.5621  0.093
H 0.8542 2.1753 -2.2353  0.069
C 4.1504 -0.6004 0.8135  -0.085
Br -1.6487 -3.0262 3.5437  0.724
H 2.4403 1.4739 -2.5557  0.057
H 3.9987 -0.6150 1.8915  0.062
H -4.9409 2.9061 -0.1701  0.139
F -2.7339 4.0480 0.3918  0.083
H 3.8346 0.0432 -1.7787  0.065
H 2.7040 2.9671 2.5072  0.065
H 1.8112 3.9857 0.9352  0.067
H -5.7571 -2.0157 -0.2186  0.119
H 0.1288 2.9051 2.1521  0.068
C -0.5248 -3.6771 -3.4324  -0.055
C -4.3276 -2.8576 2.5852  -0.200
C 1.3659 -0.1725 3.0503  -0.112
C -4.0765 2.3088 -0.4223  0.094
O -4.6182 -1.4842 -2.0706  -0.153
H 4.0565 3.5518 -0.9284  0.091
N -1.1019 -2.0660 -1.7623  -0.008
F -5.4666 0.5563 -0.8302  0.124
C 3.7703 2.6263 -0.4189  -0.091
C 2.1512 -2.0078 0.4211  -0.113
C -2.9976 -2.6535 2.2625  -0.664
H 0.5189 3.7626 -0.2498  0.058
O -2.2088 0.7213 -2.2357  0.084
C -3.1127 0.1367 -1.2098  -0.129
H 2.2326 3.2190 -2.5766  0.090
H 4.0864 2.7147 0.6205  0.071
C 2.8284 -0.6784 0.0319  -0.631
H 2.0549 -2.1358 1.4957  0.067
H -3.8542 -2.9839 -3.3510  0.122
C -2.3861 -2.1604 -2.1024  -0.150
C -0.1899 -2.8156 -2.4180  -0.134
H 4.3433 1.8209 -0.8790  0.060
C 0.1878 1.9269 2.6299  -0.102
C 1.9270 2.2996 -2.0672  -0.102
H 2.7483 -2.8413 0.0372  0.095
C -4.9686 -2.1869 0.5031  -0.069
H 1.1145 0.0389 4.0944  0.092
H 0.8432 -2.7106 -2.1075  0.084
H 3.6196 1.4700 2.6739  0.068
C -3.6612 -1.9368 0.0896  -0.086
C 2.6570 1.9433 2.8767  -0.089
C -2.7940 -2.9972 -3.1380  0.032
H 4.7307 0.2881 0.5674  0.068
H 0.2436 -4.2561 -3.9243  0.107
C 1.5955 3.7400 -0.1037  -0.093
C -1.6418 2.1132 -0.2812  -0.010
Si 1.6774 0.8537 0.3958  0.765
H 2.2980 -0.7457 -2.1110  0.056
C -3.5126 -1.3899 -1.3751  -0.511
H -2.1654 -4.4119 -4.6143  0.113
C -1.7993 0.8224 -0.9385  -0.371
H 3.7077 -1.7058 -1.6498  0.089
C 3.1786 -0.7659 -1.4609  -0.115
H -0.7053 1.3563 2.3718  0.078
N -5.3026 -2.6287 1.7138  0.082
H 2.2962 -0.7388 3.0545  0.063
H 0.1621 2.1042 3.7098  0.090
H 2.5446 1.9968 3.9643  0.091
Au -0.1301 -0.4188 -0.6472  1.022
H -0.7023 2.4687 0.0739  0.043
H 0.5707 -0.8105 2.6586  0.045
C -1.8628 -3.7583 -3.8063  -0.031

---

The lowest total charge belongs to which entry? C29H36AuBrF2N2O2Si

---

Which value of total charge does entry 1 give? +1